Record 1
Molecular formula: C31H37Cl5MnN3O6P2
Method: DFT, ωB97M-V with the def2-TZVPD basis set

Summary:
total charge = -1
2S+1 = 6
calculated total energy = -162020.5807 eV
LUMO energy (spin up / spin down) = 2.030 / 2.031 eV

Last column: Mulliken spin population.
Atoms and positions in Å:
Mn 1.8826 0.5449 1.1727  4.4018
Cl -0.1365 1.7825 3.9365  0.0099
C 1.4736 1.2109 4.2496  -0.0631
C 2.2362 0.6367 3.2317  0.0334
C 3.4581 0.2368 3.6178  0.6281
Cl 4.1300 0.9685 0.3973  0.0926
C 4.0490 0.3163 4.8414  0.0149
Cl 5.6610 -0.2554 5.1237  0.0170
C 3.2718 0.8760 5.8529  0.0378
Cl 3.8957 1.0061 7.4604  0.0193
C 1.9815 1.3225 5.5499  -0.0216
Cl 1.0173 2.0148 6.8084  -0.0060
C 2.7517 3.3237 -2.1625  -0.0014
C 2.4241 2.2909 -3.2112  -0.0012
C 3.3903 1.1250 -3.2433  0.0036
O 1.0288 1.8215 -3.0280  -0.0006
P 0.4885 0.7562 -2.0159  0.0201
O 1.4027 0.2456 -0.9802  -0.0304
C -0.9806 1.5199 -1.3149  0.0035
P -1.6046 0.5825 0.0869  0.0265
O -0.6073 0.3261 1.1297  -0.0646
O -2.2081 -0.7122 -0.5954  -0.0019
C -1.9962 -2.0349 0.0227  0.0068
C -3.3226 -2.7556 -0.0233  -0.0002
C -0.8961 -2.7382 -0.7361  -0.0055
O -2.8297 1.4054 0.6575  -0.0039
C -3.9501 1.8104 -0.1655  0.0000
C -5.2078 1.3053 0.5073  0.0000
C -3.9105 3.3181 -0.2987  0.0001
O -0.0343 -0.4399 -2.9156  -0.0053
C -0.8193 -0.2103 -4.1101  -0.0001
C -1.9948 -1.1629 -4.0571  0.0000
C 0.0659 -0.4191 -5.3194  0.0001
H 3.7216 3.7682 -2.3960  -0.0005
H 2.8339 2.8644 -1.1767  0.0064
H 2.0121 4.1246 -2.1583  0.0001
H 2.3612 2.7587 -4.1937  -0.0003
H 3.5232 0.7028 -2.2471  0.0009
H 4.3606 1.4890 -3.5869  -0.0004
H 3.0532 0.3502 -3.9354  0.0000
H -1.7521 1.6402 -2.0797  0.0001
H -0.7023 2.5134 -0.9498  0.0006
H -1.6837 -1.8721 1.0541  -0.0019
H -3.6408 -2.9075 -1.0575  0.0000
H -4.0948 -2.1936 0.5035  0.0001
H -3.2217 -3.7319 0.4539  0.0000
H -1.1860 -2.8805 -1.7800  -0.0002
H -0.7058 -3.7125 -0.2818  0.0003
H 0.0325 -2.1669 -0.6991  0.0043
H -3.8546 1.3349 -1.1473  -0.0002
H -5.2989 1.7451 1.5017  0.0000
H -5.1797 0.2204 0.6092  0.0000
H -6.0873 1.5793 -0.0784  0.0000
H -3.9601 3.7768 0.6897  -0.0001
H -4.7589 3.6672 -0.8908  0.0000
H -2.9901 3.6563 -0.7751  0.0000
H -1.1807 0.8227 -4.1004  0.0000
H -1.6419 -2.1955 -4.0898  0.0000
H -2.6532 -0.9946 -4.9115  0.0000
H -2.5600 -1.0229 -3.1351  0.0000
H 0.4978 -1.4210 -5.2910  0.0000
H 0.8731 0.3118 -5.3401  0.0000
H -0.5199 -0.3177 -6.2353  0.0000
N 1.0136 6.4236 -1.0114  0.0040
C 0.6511 5.5225 -0.3774  -0.0003
N 0.1213 4.5358 0.3244  0.0118
C 0.7973 3.4991 0.6837  0.0320
N 1.2367 2.4855 1.0489  0.0086
C -0.7256 -3.9700 3.6916  -0.0072
C -0.7644 -2.5645 3.8323  0.0150
C 0.0734 -1.7718 3.0995  -0.0014
C 1.0089 -2.3177 2.1798  -0.1817
C 1.8796 -1.5076 1.3810  -0.0394
C 2.7492 -2.1396 0.5278  0.0738
C 2.7959 -3.5491 0.4123  -0.0172
C 1.9634 -4.3310 1.1552  0.0291
C 1.0484 -3.7331 2.0562  -0.0153
C 0.1637 -4.5349 2.8244  0.0053
H -1.3930 -4.5931 4.2755  -0.0004
H -1.4632 -2.1085 4.5240  0.0006
H 0.0108 -0.7000 3.1992  -0.0233
H 3.4207 -1.5453 -0.0788  -0.0130
H 3.5024 -4.0020 -0.2745  -0.0008
H 1.9888 -5.4128 1.0725  0.0007
H 0.2142 -5.6130 2.7096  -0.0005

***

Record 2
Molecular formula: C21H30ClN3O2
Method: DFT, ωB97M-V with the def2-TZVPD basis set

Summary:
energy relative to the best compared isomer or geometry (same formula, charge and spin) = 23.3 kJ/mol
structure (SMILES) = Cc1ccc(CC(=O)NCC(C)(C)NC(=O)[C@H]2CCN3CC[C@H]2C3)c(Cl)c1
calculated total energy = -43353.7985 eV
LUMO energy = 0.523 eV

Last column: natural (NBO) charge in e.
Atoms and positions in Å:
C -1.4066 4.4643 -0.5199  -0.6333
C -1.4124 3.4180 0.5599  -0.0064
C -2.5581 2.6849 0.8508  -0.2158
C -2.5413 1.6911 1.8139  -0.1687
C -1.3871 1.3890 2.5314  -0.0529
C -1.3904 0.2616 3.5292  -0.5163
C -1.0675 -1.0504 2.8173  0.6916
O -1.8710 -1.5737 2.0700  -0.6259
N 0.1687 -1.5532 3.0682  -0.6229
C 0.6736 -2.7529 2.4304  -0.2380
C 1.5854 -2.4658 1.2237  0.1179
C 2.7813 -1.6147 1.6549  -0.6200
C 2.0962 -3.7858 0.6560  -0.6131
N 0.8381 -1.6608 0.2551  -0.6446
C 0.0644 -2.0972 -0.7729  0.7134
O -0.0635 -3.2711 -1.0744  -0.6418
C -0.6553 -1.0270 -1.5922  -0.3094
C -0.5738 0.4251 -1.1015  -0.4487
C 0.7233 1.1328 -1.5215  -0.2274
N 1.1096 0.8790 -2.9138  -0.4323
C 0.0048 1.1865 -3.8380  -0.2388
C -0.8733 -0.0935 -3.9445  -0.4383
C -0.1498 -1.1095 -3.0459  -0.2166
C 1.2831 -0.5681 -3.0959  -0.2420
C -0.2516 2.1343 2.2315  -0.0335
Cl 1.2520 1.8287 3.0731  -0.0240
C -0.2537 3.1327 1.2716  -0.1955
H -2.4132 4.8299 -0.7184  0.2206
H -0.7795 5.3130 -0.2477  0.2221
H -1.0134 4.0523 -1.4530  0.2220
H -3.4748 2.8905 0.3113  0.2168
H -3.4370 1.1171 2.0150  0.2275
H -0.6961 0.4585 4.3447  0.2247
H -2.3905 0.1503 3.9456  0.2453
H 0.7811 -1.0162 3.6579  0.4014
H 1.2203 -3.3465 3.1668  0.1996
H -0.1881 -3.3272 2.0914  0.2442
H 3.3302 -2.1087 2.4587  0.2118
H 3.4598 -1.4715 0.8131  0.2228
H 2.4680 -0.6288 2.0064  0.2082
H 2.7910 -4.2239 1.3760  0.2019
H 1.2901 -4.4844 0.4561  0.2463
H 2.6309 -3.6163 -0.2786  0.2218
H 0.7957 -0.6779 0.4653  0.4013
H -1.7009 -1.3456 -1.5703  0.2394
H -1.4180 0.9657 -1.5375  0.2152
H -0.7324 0.4919 -0.0219  0.2238
H 0.6158 2.2110 -1.3820  0.1970
H 1.5673 0.8231 -0.8977  0.1914
H -0.5483 2.0576 -3.4828  0.1930
H 0.4271 1.4409 -4.8113  0.2002
H -1.9037 0.0756 -3.6272  0.2074
H -0.9040 -0.4525 -4.9738  0.2142
H -0.2405 -2.1345 -3.4007  0.2379
H 1.7372 -0.7545 -4.0727  0.1990
H 1.9427 -0.9771 -2.3286  0.2051
H 0.6584 3.6838 1.0797  0.2213

***

Record 3
Molecular formula: C6H7IN2O
Method: DFT, ωB97M-V with the def2-TZVPD basis set

Summary:
energy relative to the best compared isomer or geometry (same formula, charge and spin) = 341.7 kJ/mol
structure (SMILES) = CC#CNN1OC=C[C@@H]1I
calculated total energy = -19457.5447 eV
LUMO energy = 0.114 eV

Last column: natural (NBO) charge in e.
Atoms and positions in Å:
C 2.2157 2.6425 -0.9971  -0.6829
C 1.0919 1.7551 -1.0763  0.0137
C 0.2330 0.9235 -1.1568  0.0877
N -0.7521 0.0179 -1.3023  -0.4017
N -0.9482 -0.6190 -0.1917  0.0001
O -2.4086 -0.7003 0.2415  -0.3216
C -2.4250 -1.7259 1.1087  0.1585
C -1.1450 -2.0657 1.4595  -0.3630
C -0.1756 -1.3439 0.7156  -0.0618
I 1.1937 0.0155 2.0924  -0.2213
H 2.7072 2.5103 -0.0433  0.2454
H 2.8545 2.3003 -1.7272  0.2368
H 1.9029 3.6992 -1.0061  0.2334
H -0.6462 -0.6007 -2.1477  0.3698
H -3.3331 -1.9847 1.5964  0.2202
H -1.0103 -2.9255 2.1979  0.2481
H 0.6452 -1.8987 0.2366  0.2384

***

Record 4
Molecular formula: C3H6N2
Method: DFT, ωB97M-V with the def2-TZVPD basis set

Summary:
energy relative to the best compared isomer or geometry (same formula, charge and spin) = 157.3 kJ/mol
structure (SMILES) = C1=NNCC1
calculated total energy = -6186.9146 eV
LUMO energy = 1.181 eV

Last column: natural (NBO) charge in e.
Atoms and positions in Å:
C 1.3725 -0.1125 0.0468  -0.0362
N 0.8879 -1.2831 0.0357  -0.1925
N -0.4372 -1.2267 -0.0834  -0.4680
C -0.9781 0.0687 0.1336  -0.2296
C 0.2879 0.9274 -0.1275  -0.4739
H 2.4149 0.0900 0.2047  0.1992
H -0.9102 -2.0885 -0.2363  0.3905
H -1.7926 0.2434 -0.6160  0.1991
H -1.4289 0.2692 1.1493  0.1741
H 0.3568 1.7903 0.6288  0.2207
H 0.2270 1.3218 -1.1357  0.2168